(1)
Formula: C6H9N
Source: the OMol25 dataset
Level of theory: the ωB97M-V functional and the def2-TZVPD basis

Each line ends with the Mulliken charge.
Element x y z (Å)
C1 2.49 0.87 1.99  -1.220
C2 1.71 0.06 1.06  0.802
C3 1.01 -0.58 0.31  -0.249
C4 0.00 -1.22 -0.54  -0.906
C5 -1.33 -0.55 -0.28  0.059
C6 -1.67 0.72 -0.95  -0.450
N1 -2.31 -0.53 -1.36  -0.633
H1 2.25 1.94 1.85  0.282
H2 3.56 0.74 1.84  0.294
H3 2.25 0.62 3.03  0.288
H4 -0.06 -2.30 -0.34  0.287
H5 0.25 -1.11 -1.60  0.306
H6 -1.70 -0.67 0.74  0.405
H7 -0.98 1.13 -1.68  0.217
H8 -2.25 1.46 -0.41  0.271
H9 -3.25 -0.59 -0.98  0.248

## Properties
**E_HOMO**: -9.4286 eV
**LUMO energy**: 1.01 eV
**SMILES string**: CC#CC[C@H]1CN1
**Frontier orbital gap**: 10.4379 eV
**F_max**: 0.50 eV/Å
**Net charge**: 0
**ΔE to the lowest compared entry with this formula, charge and spin**: 65.5 kcal per mole

---

(2)
Formula: C6H9N
Source: the OMol25 dataset
Level of theory: the ωB97M-V functional and the def2-TZVPD basis

Each line ends with the Mulliken charge.
Element x y z (Å)
C1 -0.19 1.07 2.70  -1.195
C2 -0.68 0.92 1.33  0.644
C3 -0.96 0.75 0.17  -0.101
C4 -0.97 0.46 -1.27  -0.698
N1 0.32 -0.10 -1.73  -0.306
C5 0.49 -1.54 -1.72  -0.368
C6 1.22 -0.69 -0.76  -0.371
H1 -0.78 0.46 3.40  0.301
H2 -0.22 2.11 3.02  0.300
H3 0.85 0.73 2.75  0.271
H4 -1.78 -0.23 -1.52  0.346
H5 -1.15 1.38 -1.83  0.282
H6 0.99 -1.97 -2.59  0.237
H7 -0.32 -2.15 -1.32  0.261
H8 0.89 -0.73 0.28  0.173
H9 2.28 -0.45 -0.89  0.223

## Properties
**E_HOMO**: -8.9365 eV
**LUMO energy**: 1.02 eV
**SMILES string**: CC#CCN1CC1
**Frontier orbital gap**: 9.9596 eV
**F_max**: 0.56 eV/Å
**Net charge**: 0
**ΔE to the lowest compared entry with this formula, charge and spin**: 78.1 kcal per mole

---

(3)
Formula: C6H9N
Source: the OMol25 dataset
Level of theory: the ωB97M-V functional and the def2-TZVPD basis

Each line ends with the Mulliken charge.
Element x y z (Å)
C1 -1.13 -1.02 0.12  -1.269
C2 0.21 -0.70 -0.53  -0.159
C3 0.40 0.77 -0.72  0.321
C4 -0.56 1.86 -0.29  -1.366
C5 1.34 0.00 0.23  -0.050
C6 1.25 -0.90 1.32  -0.072
N1 1.18 -2.10 1.35  -0.548
H1 -1.41 -0.34 0.94  0.320
H2 -1.90 -0.91 -0.66  0.327
H3 -1.18 -2.04 0.50  0.442
H4 0.86 -2.08 0.02  0.428
H5 1.01 1.08 -1.57  0.369
H6 -0.04 2.82 -0.25  0.382
H7 -1.38 1.95 -1.00  0.316
H8 -0.99 1.68 0.70  0.320
H9 2.34 -0.09 -0.18  0.240

## Properties
**E_HOMO (alpha / beta)**: -8.6421 / -8.6414 eV
**LUMO energy (alpha / beta)**: -0.02 / -0.02 eV
**Frontier orbital gap (alpha / beta)**: 8.6267 / 8.6257 eV
**F_max**: 0.76 eV/Å
**Net charge**: 0
**ΔE to the lowest compared entry with this formula, charge and spin**: 158.4 kcal per mole

---

(4)
Formula: C6H9N
Source: the OMol25 dataset
Level of theory: the ωB97M-V functional and the def2-TZVPD basis

Each line ends with the Mulliken charge.
Element x y z (Å)
C1 -1.45 1.76 -0.43  -1.267
C2 -0.34 0.75 -0.39  0.510
C3 -0.34 -0.57 -0.87  -0.809
C4 -0.25 -1.86 0.60  -1.009
C5 0.97 -1.06 -0.44  0.084
C6 1.73 0.02 0.12  -0.604
N1 0.89 1.06 0.13  -0.002
H1 -2.26 1.34 -1.03  0.301
H2 -1.17 2.72 -0.87  0.369
H3 -1.87 1.96 0.57  0.282
H4 -0.62 -2.75 0.08  0.292
H5 -1.09 -1.36 1.08  0.338
H6 0.45 -2.16 1.38  0.390
H7 1.46 -1.94 -0.85  0.444
H8 2.74 0.09 0.49  0.443
H9 1.16 1.98 0.45  0.239

## Properties
**E_HOMO (alpha / beta)**: -7.3099 / -7.3095 eV
**LUMO energy (alpha / beta)**: 0.74 / 0.74 eV
**Frontier orbital gap (alpha / beta)**: 8.0491 / 8.0486 eV
**F_max**: 0.55 eV/Å
**Net charge**: 0
**ΔE to the lowest compared entry with this formula, charge and spin**: 106.3 kcal per mole

---

(5)
Formula: C6H9N
Source: the OMol25 dataset
Level of theory: the ωB97M-V functional and the def2-TZVPD basis

Each line ends with the Mulliken charge.
Element x y z (Å)
C1 2.18 0.34 -0.30  -0.861
N1 0.95 -0.33 -0.05  -0.308
C2 -0.21 0.10 -0.82  -0.096
C3 -1.17 0.98 -0.02  -0.750
C4 -1.45 0.01 1.12  -0.221
C5 -0.69 -1.12 1.01  -0.493
C6 -0.59 -1.24 -0.40  -0.454
H1 2.09 1.39 0.00  0.284
H2 2.41 0.33 -1.36  0.296
H3 2.98 -0.13 0.29  0.266
H4 -0.06 0.31 -1.89  0.476
H5 -0.72 1.92 0.34  0.286
H6 -2.06 1.24 -0.62  0.338
H7 -2.11 0.21 1.95  0.413
H8 -0.59 -1.95 1.69  0.410
H9 -0.97 -2.07 -0.96  0.415

## Properties
**E_HOMO**: -7.5238 eV
**LUMO energy**: 0.91 eV
**SMILES string**: CN1[C@@H]2CC=C[C@@H]21
**Frontier orbital gap**: 8.4305 eV
**F_max**: 3.24 eV/Å
**Net charge**: 0
**ΔE to the lowest compared entry with this formula, charge and spin**: 129.6 kcal per mole

---

(6)
Formula: C6H9N2O2
Source: the OMol25 dataset
Level of theory: the ωB97M-V functional and the def2-TZVPD basis

Each line ends with the Mulliken charge.
Element x y z (Å)
C1 -3.74 -0.04 0.60  -1.008
C2 -0.34 -1.36 0.94  -0.264
C3 -1.37 0.12 -0.38  -0.435
C4 -2.26 -0.49 0.45  0.413
N1 -0.13 -0.49 -0.17  -0.084
N2 -1.65 -1.40 1.28  -0.733
H1 0.95 -0.34 -0.67  0.407
H2 0.30 -1.94 1.49  0.492
H3 -1.33 0.81 -1.23  0.330
H4 -4.31 -0.87 0.31  0.290
H5 -3.91 0.74 -0.18  0.249
H6 -4.23 0.11 1.63  0.256
C5 3.05 1.39 -0.41  -1.243
C6 3.36 -0.18 -0.72  0.642
O1 2.29 -0.82 -0.75  -0.706
O2 4.49 -0.58 -0.81  -0.679
H7 2.30 1.75 -1.04  0.374
H8 3.92 2.01 -0.77  0.288
H9 2.61 1.55 0.44  0.410

## Properties
**E_HOMO**: -4.7697 eV
**LUMO energy**: 3.64 eV
**Frontier orbital gap**: 8.4126 eV
**F_max**: 7.46 eV/Å
**Net charge**: -1
**ΔE to the lowest compared entry with this formula, charge and spin**: 45.5 kcal per mole

---

(7)
Formula: C6H9N2O2
Source: the OMol25 dataset
Level of theory: the ωB97M-V functional and the def2-TZVPD basis

Each line ends with the Mulliken charge.
Element x y z (Å)
C1 1.24 -1.92 -3.67  -1.053
C2 1.19 -1.62 -0.08  -0.107
C3 0.33 -0.43 -1.75  -0.359
C4 0.93 -1.60 -2.23  0.396
N1 0.48 -0.52 -0.41  0.099
N2 1.46 -2.28 -1.20  -0.735
H1 -0.05 -0.01 0.32  0.219
H2 1.52 -1.76 0.94  0.401
H3 -0.12 0.43 -2.20  0.378
H4 0.85 -2.93 -4.00  0.250
H5 2.30 -1.98 -3.89  0.238
H6 0.71 -1.32 -4.42  0.308
C5 -1.07 3.23 2.36  -0.816
C6 -1.35 1.75 2.30  0.597
O1 -2.54 1.36 2.31  -0.724
O2 -0.34 1.02 2.07  -0.818
H7 -0.72 3.51 3.36  0.188
H8 -2.01 3.74 2.08  0.283
H9 -0.39 3.60 1.60  0.256

## Properties
**E_HOMO**: -4.4221 eV
**LUMO energy**: 3.48 eV
**Frontier orbital gap**: 7.9022 eV
**F_max**: 2.19 eV/Å
**Net charge**: -1
**ΔE to the lowest compared entry with this formula, charge and spin**: 16.7 kcal per mole

---

(8)
Formula: C6H9N2O2
Source: the OMol25 dataset
Level of theory: the ωB97M-V functional and the def2-TZVPD basis

Each line ends with the Mulliken charge.
Element x y z (Å)
C1 2.82 0.51 2.73  -0.940
C2 0.27 1.19 0.36  -0.061
C3 1.69 0.46 1.82  0.725
C4 0.84 -0.63 1.53  -0.764
N1 1.30 1.59 1.11  -0.770
N2 -0.11 -0.14 0.64  0.051
H1 -0.48 1.58 -0.31  0.337
H2 -0.82 -0.71 0.16  0.280
H3 0.68 -1.55 1.93  0.419
H4 2.59 -0.20 3.59  0.249
H5 3.03 1.54 3.05  0.294
H6 3.76 0.14 2.22  0.165
C5 -2.69 -0.79 -3.06  -0.924
C6 -1.56 -0.22 -2.22  0.713
O1 -1.84 -0.41 -0.97  -0.845
O2 -0.60 0.31 -2.71  -0.658
H7 -2.41 -0.81 -4.17  0.273
H8 -3.53 -0.07 -3.03  0.190
H9 -2.94 -1.78 -2.68  0.266

## Properties
**E_HOMO**: -4.2989 eV
**LUMO energy**: 3.79 eV
**Frontier orbital gap**: 8.0896 eV
**F_max**: 4.85 eV/Å
**Net charge**: -1
**ΔE to the lowest compared entry with this formula, charge and spin**: 30.5 kcal per mole